1.
ORCA calculation (ωB97M-V with the def2-TZVPD basis set) on a single C27H32N2O8 molecule.

```
69
Properties=species:S:1:pos:R:3:lowdin_charge:R:1
C 0.28696 -4.26402 -0.43232 -0.071
C -3.73656 2.22714 -0.20462 -0.176
H 3.64616 -4.30850 1.06597 0.077
O 0.63390 -2.78451 1.45516 0.106
C -3.56306 0.72593 -0.44876 -0.173
O -4.22165 2.40971 1.11582 -0.141
H 5.52632 -1.04152 0.83651 0.092
H -4.54301 0.24170 -0.46824 0.130
H -5.12954 3.86726 2.17366 0.128
C -1.23848 -5.93600 -1.13247 -0.057
H -2.23602 1.70161 2.63451 0.112
C -1.55892 0.50748 -1.75747 -0.165
H -1.40250 -4.86762 0.73987 0.123
C -0.84597 -5.00644 -0.17369 0.013
H -2.93740 3.52196 3.27024 0.124
C 2.41781 -0.38211 0.00752 -0.425
H -0.84639 -6.83790 -3.02725 0.108
H 0.73179 3.65459 -2.17150 0.135
O 2.74636 0.43759 -0.82213 0.086
H -0.72641 4.46794 -2.81350 0.132
H -2.77167 2.72095 -0.34457 0.102
H -1.61394 1.98394 -3.34431 0.134
C 2.16244 -3.50277 -1.58060 -0.335
C 0.72115 0.94853 1.20165 -0.221
H 4.32689 -0.10373 1.72498 0.079
O -1.06966 2.86039 -1.55306 -0.180
H 3.00462 -2.17617 2.13370 0.131
H 5.29285 -1.31791 2.56448 0.083
H -1.28852 5.11739 -0.39897 0.123
C 1.01367 -4.43576 -1.61301 -0.072
O 3.05008 -3.35190 -2.37560 0.150
H -1.23476 -0.35222 -2.35606 0.128
O -1.80963 4.22565 1.67795 -0.037
H 4.93475 -3.75529 2.13069 0.082
N 2.03964 -2.79633 -0.37735 0.095
O 0.55559 4.47746 0.29935 -0.022
H -1.11415 0.43804 -0.75851 0.115
C 1.03778 2.19655 0.68031 0.075
C 0.62650 -5.35700 -2.56293 0.013
C 0.17787 3.26873 0.84288 -0.194
C -1.02216 1.77026 -2.44270 -0.165
C 3.03057 -1.79984 0.00199 -0.150
H -4.45426 2.64260 -0.92774 0.137
C 4.78542 -1.08509 1.63154 -0.048
H 0.18071 5.89566 -1.05853 0.133
O -2.96548 0.41736 -1.68649 -0.121
C -3.02263 4.17056 2.39342 -0.151
H -2.12107 -6.53340 -0.96049 0.108
C -1.31282 1.86678 2.10283 -0.010
C -1.02077 3.11320 1.56485 -0.194
H -0.71075 -0.16880 2.33736 0.117
N 1.52316 -0.18367 1.00050 0.157
H 1.94186 2.34059 0.11365 0.123
C -0.45445 0.79717 1.92596 -0.025
C -0.29236 3.97382 -1.93084 -0.169
H 1.23666 -0.99874 1.53819 0.104
H 5.09092 -3.55629 0.38331 0.090
C -0.26462 4.94790 -0.74971 -0.147
H 1.19304 -5.48511 -3.47180 0.124
C -0.51656 -6.10818 -2.30324 -0.056
H 3.76645 -1.80770 -0.81267 0.158
C 3.73868 -2.15205 1.32228 -0.368
H -2.97860 0.30548 0.37999 0.118
H -4.32751 4.42801 0.68497 0.129
C -4.23979 3.75279 1.54445 -0.175
C 0.95398 -3.21234 0.36665 -0.333
C 4.39152 -3.52934 1.21639 -0.048
H -3.19373 5.19690 2.73460 0.133
H 0.01969 1.57863 -2.73702 0.129
```

- energy above the lowest of the compared OMol25 structures with the same formula, charge and spin (kcal per mole) = 0.0
- SMILES = CC(C)[C@H](C(=O)Nc1ccc2c(c1)OCCOCCOCCOCCO2)N1C(=O)c2ccccc2C1=O
- molecular weight (g/mol) = 512.56

---

2.
ORCA calculation (ωB97M-V with the def2-TZVPD basis set) on 2 unconnected molecules or ions with the total composition C27H32N3S.

```
63
Properties=species:S:1:pos:R:3:lowdin_charge:R:1
C -0.95601 -1.01392 -3.36793 -0.137
C -5.36485 -2.02563 1.18140 -0.238
C 3.50334 2.77319 4.22672 -0.145
H 5.24453 1.94172 3.30277 0.118
C -0.13997 1.13681 0.98800 -0.169
H 1.22916 2.86404 5.96605 0.127
H -2.51999 -1.92672 -4.52096 0.121
C 1.29162 1.23577 0.82624 0.048
C -1.03262 0.45335 0.07743 -0.063
H -2.99684 0.00955 1.57616 0.089
H -1.82859 -0.48167 -5.25681 0.123
C -0.56295 -0.28762 -1.08475 -0.216
C 0.05636 2.41367 3.05011 -0.138
H 2.51347 -3.15782 -1.87168 0.131
C 1.14909 3.33561 4.98350 -0.116
C 2.53083 -2.19533 -2.40672 -0.130
C -0.22843 3.10458 4.34321 -0.085
H -2.02702 0.94854 -0.01189 0.097
C 1.45668 2.26911 2.94903 -0.122
C 1.79401 -2.97398 -4.74434 -0.146
H 1.36161 4.39875 5.11785 0.127
H 1.30037 -0.97990 -0.18227 0.123
H -5.61522 -1.37225 2.02726 0.066
C 2.11154 1.71891 1.84083 -0.128
H -6.28350 -2.21034 0.60824 0.058
H -5.43861 0.65588 0.81493 0.069
C -0.74580 1.85605 2.07880 0.039
C -0.55223 -2.23980 -5.39084 -0.114
C 0.69425 -0.95628 -1.09057 0.027
H -0.74652 4.05452 4.17544 0.124
H -2.37172 0.16676 -2.25158 0.121
H 3.89686 3.77868 4.00653 0.133
H 3.72789 2.57719 5.28238 0.132
S -4.18710 -1.27111 -0.04258 1.036
C 2.93324 -2.45050 -3.87385 -0.153
H 1.62662 -4.04569 -4.53766 0.134
N -1.08598 -2.60468 1.54420 0.152
H -4.45191 1.03234 -0.66080 0.057
N 0.59693 -2.21648 -4.51050 -0.073
C -1.59128 -1.36952 -4.66614 -0.087
H 3.99328 0.80584 1.38614 0.121
H -4.99363 -2.99012 1.54556 0.064
H 2.04970 -2.89489 -5.80738 0.129
C -2.71246 -0.68599 0.75762 -0.464
C 0.33427 -1.57284 -3.35290 -0.128
C 4.17137 1.74259 3.32599 -0.154
H 3.76278 -3.16219 -3.90929 0.117
C -1.41209 -0.36346 -2.23950 0.037
C -1.80312 -1.73034 1.15804 -0.330
H -5.98382 0.09636 -0.80816 0.065
C 1.20472 -1.52943 -2.25476 -0.130
H 3.29981 -1.51204 -4.30591 0.120
H -1.83370 2.00261 2.11776 0.125
H -0.90087 -3.26875 -5.53852 0.127
H 3.30735 -1.58752 -1.92581 0.121
N 2.07983 2.74726 4.05196 -0.067
H -0.86450 2.48386 4.98317 0.124
H -0.28329 -1.84729 -6.37608 0.126
H 1.73689 0.99178 -0.14028 0.121
C -5.11349 0.30682 -0.17456 -0.242
C 3.61228 1.70134 1.89190 -0.124
H 4.01131 2.56582 1.33912 0.128
H 4.04609 0.75481 3.78068 0.122
```

- energy (Ha) = -1610.1753
- molecular weight (g/mol) = 430.64
- charge = +1

---

3.
ORCA calculation (ωB97M-V with the def2-TZVPD basis set) on a single C27H32N4O4S molecule.

```
68
Properties=species:S:1:pos:R:3:lowdin_charge:R:1
C 2.58372 -2.02686 -3.29921 -0.065
C -1.53976 2.71451 0.05688 0.003
C -2.12581 1.54201 -0.42457 -0.157
H 4.66091 -2.36461 -2.87376 0.105
H 3.24012 3.95157 1.11760 0.108
H -1.78538 -1.55876 1.70224 0.118
N -1.88476 -0.56295 -1.59469 0.154
H 2.33898 0.70987 3.01353 0.073
O -6.29996 1.01869 -0.15269 -0.126
C 5.17140 3.09423 0.73359 -0.071
C 0.79309 -2.92631 1.18170 -0.248
H -5.66581 1.85183 -1.92787 0.130
C 3.19371 0.59585 1.03123 -0.244
H -3.97405 3.31585 -0.91908 0.131
C 1.30925 -1.99352 -2.80381 -0.027
C 1.06252 -2.28376 -1.44802 -0.111
H 2.43066 -0.92452 2.33519 0.057
C -0.35770 -2.53090 0.45521 -0.096
H 1.19916 0.21073 1.75920 0.070
H -5.92157 -0.88723 0.35923 0.130
H -2.15910 3.46905 0.51497 0.109
C -1.10656 -3.46310 2.50992 -0.160
H 2.76646 -1.79400 -4.33699 0.108
C -4.05920 0.22496 0.31759 -0.133
H -4.15309 0.49284 1.38271 0.138
O -2.07827 -2.67976 -2.29250 0.101
C 3.45319 -2.66467 -1.14983 -0.018
H 0.27360 3.83949 0.32016 0.118
N 2.95411 1.97748 0.68142 -0.259
H 5.11422 3.30388 -0.33115 0.072
H 3.06668 0.00194 0.12386 0.093
H -1.33085 -4.50403 2.27373 0.116
H -2.78621 -0.39474 -2.03041 0.158
C 3.66152 -2.35529 -2.46565 -0.068
N -3.50799 1.34376 -0.43280 -0.104
H -3.41352 -0.64622 0.23157 0.099
H -4.48818 2.82901 0.72552 0.133
H 0.93976 -4.15677 2.94757 0.119
H 4.22349 0.46579 1.37653 0.122
C -1.44606 -1.85242 -1.67081 -0.434
C -4.37784 2.49948 -0.31941 -0.149
H 3.77916 2.81864 2.37776 0.121
C -0.23236 -2.19768 -0.86452 -0.034
C 0.61819 1.96685 -0.62692 -0.256
C -1.29232 0.56641 -1.01823 -0.141
H -6.46262 2.93057 -0.74522 0.128
C 0.41469 -3.27298 2.59011 -0.107
H 5.72182 3.89252 1.22495 0.075
N 1.99611 -2.96519 0.69775 0.180
H 4.26631 -2.92946 -0.49217 0.113
H 5.70837 2.15950 0.87782 0.068
H 0.72398 0.11453 -1.62954 0.098
H 0.47411 -1.74483 -3.44373 0.123
C -0.17653 2.92828 -0.03749 -0.046
C 3.75709 3.00862 1.30080 -0.254
H 0.67128 -2.43918 3.24864 0.114
O 2.55992 3.64455 -1.15330 -0.277
O 2.86268 1.27206 -1.77426 -0.280
C 0.07088 0.79958 -1.11773 0.021
H -1.60672 -3.20988 3.44317 0.109
S 2.36998 2.25594 -0.84892 0.675
C 2.15390 -2.64140 -0.60850 -0.217
H -5.36383 -0.43428 -1.27682 0.129
C -1.56203 -2.56939 1.34422 -0.117
C 2.22529 0.11774 2.10845 -0.064
H -2.44533 -2.96009 0.83803 0.122
C -5.44993 -0.10054 -0.23125 -0.186
C -5.75697 2.10674 -0.86099 -0.189
```

- energy above the lowest of the compared OMol25 structures with the same formula, charge and spin (kcal per mole) = 56.8
- SMILES = CCN(CC)S(=O)(=O)c1ccc(N2CCOCC2)c(NC(=O)c2c3c(nc4ccccc24)CCC3)c1
- molecular weight (g/mol) = 508.64

---

Asked for max |F| across the records above, the calculation gives 0.015 0.084 0.022 Eh/bohr in order.